DFT (ωB97M-V/def2-TZVPD) results for 5 unconnected molecules or ions with the total composition C22H46BFIN6O5S.

HOMO	-10.84	eV
Kohn-Sham gap	8.00	eV
ΔE to the lowest compared entry with this formula, charge and spin	0.0000	eV
total charge	+1
calculated total energy	-2391.1088	a.u.

```
83
Properties=species:S:1:pos:R:3:forces:R:3
C -1.78222 2.05480 1.08637 -0.24 -0.16 0.57
C -0.66057 1.18938 1.68233 0.09 0.15 -0.43
B 0.74124 1.47829 1.05722 -0.21 0.08 0.05
O 1.10530 2.65943 0.46807 0.88 -0.32 0.33
C 1.83878 0.31318 1.04089 -0.42 0.29 -0.20
N 2.36306 -0.32279 -0.06187 -0.06 0.37 0.18
C 3.23239 -1.25352 0.31868 -0.27 -0.39 -0.48
S 4.10385 -2.30331 -0.76880 0.41 0.02 -0.08
N 3.27839 -1.24846 1.64634 0.24 0.23 0.24
C 4.05554 -2.21650 2.42022 0.00 -0.45 -0.32
C 3.31394 -3.56229 2.48851 -0.40 0.25 0.05
F 1.95041 -3.33434 2.27731 0.04 0.03 0.10
C 2.41322 -0.27186 2.12566 0.34 -0.25 0.22
C 2.10428 0.00075 3.56550 -0.02 -0.25 0.26
C 3.25345 0.07266 4.59379 -0.22 0.28 -0.18
C 4.53072 0.77404 4.13453 -0.10 -0.09 0.37
I 2.43389 1.11499 6.29861 -0.02 -0.14 0.03
H -2.67681 1.94224 1.70120 -0.05 0.03 -0.07
H -2.05817 1.70405 0.09627 0.07 0.20 -0.13
H -1.54110 3.11682 1.08150 0.09 0.00 -0.15
H -0.87251 0.13754 1.45749 -0.06 -0.06 0.27
H -0.63959 1.27392 2.77499 0.06 -0.05 0.02
H 1.11735 3.42865 1.04793 -0.59 0.24 -0.31
H 2.10996 -0.12421 -1.01756 0.15 -0.02 -0.06
H 3.04711 -3.00082 -1.20908 -0.16 0.01 0.13
H 4.27415 -1.81782 3.39921 -0.09 0.15 -0.01
H 4.99101 -2.37255 1.88604 0.12 0.06 0.20
H 3.42138 -4.01950 3.46839 0.15 -0.14 -0.08
H 3.65059 -4.23813 1.71212 0.04 -0.09 0.04
H 1.55958 0.94324 3.61150 0.02 0.00 -0.21
H 1.39768 -0.76238 3.90658 -0.03 0.04 -0.01
H 3.44332 -0.92535 4.97743 0.14 0.06 0.16
H 5.26420 0.04483 3.78634 0.00 0.09 -0.28
H 4.99163 1.28145 4.97819 0.12 0.01 -0.07
H 4.34856 1.53463 3.37613 0.03 -0.03 -0.06
C -5.78396 0.45939 0.29816 0.06 -0.01 0.01
C -5.05289 0.97354 -0.92127 0.00 0.00 -0.02
O -3.84789 0.80006 -1.06659 0.02 -0.04 0.01
N -5.77821 1.63309 -1.84920 0.00 0.04 0.08
C -7.20083 1.92696 -1.84718 0.12 -0.04 -0.15
H -5.06630 -0.04299 0.93938 0.03 0.00 -0.02
H -6.24259 1.27940 0.85149 -0.06 -0.02 -0.01
H -6.56253 -0.24913 0.01503 -0.04 0.03 0.02
H -5.23932 1.94913 -2.64074 -0.03 -0.03 -0.04
H -7.66828 1.48383 -2.72480 -0.08 0.04 0.02
H -7.35894 3.00555 -1.88445 -0.06 0.00 0.03
H -7.67326 1.53641 -0.95181 0.04 -0.01 0.03
C 5.83416 -6.59557 0.42361 -0.01 0.08 0.02
C 4.63016 -6.75335 1.32273 0.08 -0.14 0.00
O 4.62555 -6.32129 2.46685 -0.02 0.10 -0.02
N 3.53979 -7.37481 0.81000 -0.01 0.11 -0.04
C 3.36724 -7.94444 -0.51383 -0.09 -0.03 0.14
H 6.61168 -6.08525 0.98340 -0.02 0.00 0.04
H 6.21974 -7.55704 0.08625 -0.04 -0.01 -0.05
H 5.57206 -5.99626 -0.45054 0.06 -0.06 -0.06
H 2.77173 -7.44543 1.46000 0.01 -0.05 0.01
H 2.53481 -7.46497 -1.03090 0.02 0.00 -0.04
H 3.15802 -9.01214 -0.44557 0.03 -0.01 -0.04
H 4.26615 -7.80893 -1.10554 0.01 0.00 0.00
C 6.94438 3.78359 0.08786 0.02 0.03 0.04
C 5.82278 3.28402 0.96144 -0.04 -0.04 0.04
O 5.85748 3.34181 2.17829 0.03 -0.02 0.03
N 4.73443 2.74466 0.34208 0.06 -0.08 -0.03
C 4.47144 2.56752 -1.06938 -0.24 -0.03 0.15
H 7.72633 4.17676 0.72917 -0.01 0.00 0.03
H 7.35455 2.97506 -0.51835 -0.01 0.03 -0.05
H 6.59639 4.57669 -0.57463 0.01 -0.03 -0.05
H 4.02345 2.43785 0.98792 -0.06 0.06 -0.03
H 3.56076 3.10285 -1.34351 0.01 -0.04 -0.12
H 4.33429 1.50425 -1.28528 0.04 0.03 -0.17
H 5.28316 2.93717 -1.68709 0.08 0.02 0.10
C -9.07064 4.47355 -5.02056 0.04 -0.03 0.02
C -9.06078 2.98001 -5.25248 0.01 0.00 -0.04
O -8.07736 2.29614 -5.00895 0.02 0.02 0.06
N -10.19135 2.41733 -5.74664 -0.03 0.04 0.02
C -11.44192 3.06546 -6.09333 0.06 -0.18 -0.01
H -8.10058 4.76313 -4.62923 0.02 -0.03 0.00
H -9.25060 5.01126 -5.95169 -0.04 0.03 0.02
H -9.84196 4.75152 -4.30148 -0.03 0.03 -0.04
H -10.12061 1.42089 -5.88146 0.00 0.00 -0.01
H -12.26196 2.65411 -5.50330 -0.02 0.05 0.01
H -11.66941 2.91617 -7.14954 -0.02 0.06 -0.01
H -11.38234 4.13133 -5.90238 0.00 0.01 0.00
```
Forces are in eV/Å.

Atom charges from the Mulliken analysis, given in e for atoms 1 to 2: number 1, C, carries -1.227; number 2, C, carries -0.319